This record from the Open Molecules 2025 dataset describes C6H14N3S as an isolated structure at a distorted geometry. The level of theory is ωB97M-V with the def2-TZVPD basis set.

Structure (ORCA input):
```
! wB97M-V def2-TZVPD RIJCOSX def2/J DEFGRID3
* xyz 1 1
C 1.47 -0.87 -0.22
C -1.95 -0.54 -0.91
C -1.27 -1.05 0.34
C -2.23 0.95 -0.85
C -0.16 -0.03 0.66
C 0.21 0.11 2.05
N 1.16 -2.02 -0.46
N 2.44 0.08 -0.18
N 2.04 1.48 -0.37
S -0.53 1.46 -0.34
H -1.11 -0.49 -1.68
H -2.86 -1.05 -1.30
H -2.05 -0.89 1.11
H -0.77 -1.94 0.30
H -2.67 1.56 -1.63
H -2.71 1.21 0.10
H 1.28 -0.02 2.17
H -0.35 -0.56 2.69
H -0.03 1.04 2.52
H 1.77 -2.68 -1.05
H 3.19 -0.38 -0.65
H 2.53 1.74 -1.25
H 0.27 0.90 -1.44
H 2.32 2.00 0.38
*
```

The LUMO energy is -3.5 eV. As for the energy relative to the best compared isomer or geometry (same formula, charge and spin): 120.7 kcal per mole. Its total energy is -21743.3852 eV. For the highest occupied orbital energy, the calculation gives -12.71 eV.